C3H6BrClN3 | wB97M-V/def2-TZVPD

Atoms and positions in Å:
C: -2.335 0.475 -0.497
C: -0.730 0.832 1.361
C: 0.938 -0.553 0.220
N: -1.851 1.604 1.036
N: -0.213 0.293 0.187
N: -1.182 0.044 -0.676
Cl: -1.139 -0.723 2.383
Br: -3.143 1.687 2.270
H: -3.285 0.604 -1.031
H: 0.043 1.587 1.839
H: 1.480 -0.491 1.203
H: 0.676 -1.554 -0.028
H: 1.674 -0.236 -0.635
H: -0.983 -0.749 -1.318

Output
Molecular weight in g mol⁻¹: 199.46
Charge: +1
Energy above the lowest of the compared OMol25 structures with the same formula, charge and spin in kJ/mol: 273.2
HOMO energy in eV: -13.821
HOMO-LUMO gap in eV: 8.94
2S+1: 1
Electronic energy in hartree: -3315.932731


C25H36IrN6S4 | wB97M-V/def2-TZVPD

Atoms and positions in Å:
Ir: 0.257 1.161 -0.083
C: 3.884 1.874 -0.995
C: 3.110 1.392 -2.208
S: 1.287 1.266 -2.162
C: 0.634 2.823 -2.819
C: 0.608 3.995 -1.860
S: 0.117 3.516 -0.158
C: 1.411 4.314 0.843
C: 2.757 3.616 0.941
S: 3.748 3.630 -0.582
H: 4.939 1.700 -1.216
H: 3.655 1.274 -0.117
H: 3.416 0.372 -2.449
H: 3.314 2.005 -3.087
H: -0.371 2.551 -3.144
H: 1.209 3.071 -3.712
H: -0.120 4.733 -2.193
H: 1.586 4.459 -1.782
H: 0.967 4.426 1.836
H: 1.507 5.325 0.444
H: 2.638 2.578 1.260
H: 3.340 4.129 1.708
S: -1.805 0.747 -1.100
C: -1.468 -0.927 -1.457
N: -2.375 -1.471 -2.266
N: -2.064 -2.762 -2.621
C: -2.856 -3.444 -3.458
C: -2.479 -4.778 -3.811
C: -3.266 -5.489 -4.661
C: -4.445 -4.909 -5.186
C: -4.820 -3.596 -4.839
C: -4.048 -2.859 -3.989
N: -0.416 -1.585 -0.979
N: 0.426 -0.893 -0.227
C: 1.471 -1.630 0.354
C: 2.447 -0.939 1.080
C: 3.488 -1.617 1.690
C: 3.567 -3.000 1.589
C: 2.595 -3.692 0.875
C: 1.551 -3.024 0.261
H: -1.208 -3.167 -2.250
H: -1.572 -5.202 -3.399
H: -2.997 -6.498 -4.941
H: -5.065 -5.482 -5.862
H: -5.725 -3.175 -5.253
H: -4.309 -1.851 -3.707
H: 2.391 0.144 1.138
H: 4.246 -1.069 2.234
H: 4.380 -3.535 2.060
H: 2.654 -4.770 0.795
H: 0.800 -3.571 -0.288
C: -0.151 1.464 4.441
C: 0.486 1.287 3.050
N: -0.560 1.029 2.020
C: -1.652 2.024 2.221
C: -2.409 1.750 3.531
N: -1.531 0.880 4.381
C: -1.465 -0.493 3.777
C: -1.124 -0.328 2.286
H: -0.255 2.508 4.730
H: 0.410 0.942 5.214
H: 1.178 0.446 3.035
H: 1.036 2.187 2.783
H: -2.338 1.977 1.379
H: -1.204 3.017 2.231
H: -3.342 1.211 3.373
H: -2.623 2.665 4.078
H: -1.918 0.821 5.324
H: -2.427 -0.979 3.926
H: -0.703 -1.049 4.321
H: -2.006 -0.447 1.657
H: -0.394 -1.078 1.997

Output
Molecular weight in g mol⁻¹: 741.09
Charge: +3
Energy above the lowest of the compared OMol25 structures with the same formula, charge and spin in kJ/mol: 0.0
HOMO energy (alpha / beta) in eV: -14.744 / -15.980
HOMO-LUMO gap (alpha / beta) in eV: 7.32 / 4.97
2S+1: 5
<S²>: 6.068
Electronic energy in hartree: -2998.851492


C19H53Br6N11O12P2 | wB97M-V/def2-TZVPD

Atoms and positions in Å:
C: -1.822 2.563 -1.445
N: -2.029 1.752 -0.244
O: -2.906 2.010 0.537
O: -1.380 0.744 -0.238
H: -2.239 3.548 -1.238
H: -2.399 2.100 -2.245
H: -0.797 2.532 -1.817
C: -4.552 -1.142 -0.164
N: -4.232 -2.177 0.806
O: -3.547 -1.983 1.818
O: -4.803 -3.240 0.652
H: -4.763 -1.603 -1.128
H: -3.610 -0.599 -0.086
H: -5.397 -0.533 0.159
C: -0.522 -1.978 -0.949
N: -0.586 -2.530 -2.344
O: -1.715 -2.643 -2.781
O: 0.522 -2.570 -3.012
H: -0.043 -2.774 -0.379
H: -1.487 -1.640 -0.570
H: 0.124 -1.108 -0.836
C: -0.714 -0.952 -6.023
N: -1.985 -0.497 -5.437
O: -1.949 0.148 -4.440
O: -2.930 -0.702 -6.177
H: -0.032 -1.158 -5.198
H: -0.360 -0.240 -6.769
H: -0.978 -1.799 -6.657
C: -4.267 -5.425 -2.119
N: -3.228 -6.451 -1.753
O: -2.105 -5.981 -1.457
O: -3.546 -7.613 -1.791
H: -4.965 -5.969 -2.755
H: -3.726 -4.702 -2.729
H: -4.713 -5.075 -1.188
O: 1.879 0.480 -0.934
P: 2.789 1.516 -1.511
N: 4.420 1.282 -1.214
C: 5.153 0.295 -2.026
C: 4.789 1.312 0.132
N: 2.512 3.106 -0.931
C: 3.291 4.333 -1.185
C: 1.448 3.345 0.065
N: 2.853 1.651 -3.246
C: 1.837 0.955 -3.900
C: 3.469 2.708 -3.958
H: 6.160 0.146 -1.636
H: 5.337 0.697 -3.022
H: 4.391 -0.484 -2.051
H: 5.554 0.571 0.364
H: 4.049 0.868 0.798
H: 5.035 2.315 0.479
H: 2.580 5.018 -1.646
H: 3.550 4.848 -0.260
H: 4.120 4.092 -1.851
H: 0.660 3.998 -0.312
H: 0.987 2.412 0.388
H: 1.993 3.757 0.915
H: 1.117 1.588 -4.417
H: 2.275 0.243 -4.599
H: 1.128 0.480 -3.222
H: 2.914 3.645 -3.904
H: 3.558 2.493 -5.023
H: 4.392 2.933 -3.424
O: -0.507 3.364 2.917
P: -0.265 2.350 4.021
N: 1.285 2.548 4.856
C: 1.648 1.656 5.884
C: 2.335 3.552 4.550
N: -0.202 0.685 3.567
C: 0.995 0.224 2.833
C: -1.401 0.043 2.960
N: -1.322 2.566 5.359
C: -2.456 1.706 5.742
C: -1.440 3.844 6.050
H: 2.109 2.170 6.727
H: 2.265 0.819 5.557
H: 0.713 1.185 6.187
H: 3.301 3.350 5.012
H: 2.007 4.550 4.841
H: 2.512 3.591 3.475
H: 0.795 0.366 1.771
H: 1.958 0.604 3.173
H: 1.017 -0.859 2.948
H: -2.211 0.696 2.636
H: -1.105 -0.703 2.222
H: -2.008 -0.492 3.689
H: -2.120 0.669 5.750
H: -2.944 1.804 6.712
H: -3.068 1.717 4.841
H: -0.419 4.226 6.075
H: -1.884 3.778 7.043
H: -2.122 4.517 5.531
C: -0.739 -5.838 -4.622
Br: -1.583 -7.631 -5.023
Br: -0.674 -4.691 -6.238
Br: 1.145 -6.235 -4.113
H: -1.240 -5.419 -3.749
C: -1.017 -5.595 2.279
Br: 0.284 -6.961 2.962
Br: -0.217 -3.765 2.099
Br: -2.740 -5.506 3.376
H: -1.243 -5.799 1.232

Output
Molecular weight in g mol⁻¹: 1169.07
Charge: 0
Energy above the lowest of the compared OMol25 structures with the same formula, charge and spin in kJ/mol: 355.7
HOMO energy in eV: -8.209
HOMO-LUMO gap in eV: 7.71
2S+1: 1
Electronic energy in hartree: -18387.187361


C7H12O | wB97M-V/def2-TZVPD

Atoms and positions in Å:
C: 0.009 -0.514 2.044
C: -1.543 -0.560 -2.078
C: -0.871 1.350 -0.574
C: 1.305 -0.093 1.426
C: -0.516 0.011 -1.148
C: 1.597 -0.179 0.128
C: 0.622 -0.624 -0.870
O: 2.183 0.372 2.364
H: 3.023 0.594 1.943
H: 2.596 0.062 -0.221
H: 0.865 -1.542 -1.394
H: 0.227 -1.065 2.964
H: -0.588 0.357 2.307
H: -0.556 -1.140 1.357
H: -1.183 -1.469 -2.554
H: -2.449 -0.793 -1.525
H: -1.781 1.286 0.023
H: -1.061 2.054 -1.385
H: -0.072 1.737 0.047
H: -1.807 0.155 -2.855

Output
Molecular weight in g mol⁻¹: 112.17
SMILES string: CC(C)=C/C=C(\C)O
Charge: 0
Energy above the lowest of the compared OMol25 structures with the same formula, charge and spin in kJ/mol: 50.0
HOMO energy in eV: -8.248
HOMO-LUMO gap in eV: 9.15
2S+1: 1
Electronic energy in hartree: -349.129608


CBiF3O2S | wB97M-V/def2-TZVPD

Atoms and positions in Å:
O: -0.181 -0.442 1.632
Bi: -2.096 -0.069 1.654
S: -0.848 0.134 -1.228
O: -1.893 0.673 -0.145
C: 0.688 -0.122 -0.181
F: 1.892 0.127 -1.750
F: 1.213 1.059 0.207
F: 1.225 -1.360 -0.190

Output
Molecular weight in g mol⁻¹: 342.05
Charge: +1
Energy above the lowest of the compared OMol25 structures with the same formula, charge and spin in kJ/mol: 226.4
HOMO energy (alpha / beta) in eV: -16.004 / -14.708
HOMO-LUMO gap (alpha / beta) in eV: 8.67 / 5.77
2S+1: 2
<S²>: 0.784
Electronic energy in hartree: -1100.437169